No. 1
C19H27N3O3S2 as an isolated structure, computed with ωB97M-V with the def2-TZVPD basis set.

The geometry in XYZ format:
```
54
Properties=species:S:1:pos:R:3:forces:R:3:mulliken_charge:R:1
C 7.00223 1.31517 0.87266 2.4 -2.1 -2.2 -1.229
C 5.83951 0.76082 0.24723 -2.5 6.0 0.1 0.712
N 5.60118 -0.37792 0.04506 -3.6 -9.5 -2.1 -0.507
C 4.25248 -0.72531 -0.46472 -1.7 -0.6 -2.2 -0.293
C 3.68006 -2.11426 -0.90198 -3.4 12.1 0.7 -1.504
C 2.31879 -2.07886 -1.20648 2.0 2.4 0.7 -0.280
C 1.55333 -0.95398 -1.27865 0.3 6.1 -3.4 0.704
C 2.13393 0.44222 -1.29822 -2.4 -0.3 1.6 -0.122
C 3.38429 0.50633 -0.75723 4.3 -2.6 1.5 0.450
S 4.40639 1.82451 -0.21068 -0.1 1.2 -0.1 -0.321
H 1.49541 1.49693 -1.32988 1.5 -3.3 -0.3 -0.009
S -0.10625 -0.86521 -2.23749 6.0 -11.3 -1.4 0.816
O 0.15801 -1.88889 -3.46775 -1.4 5.1 4.0 -0.704
O -0.59499 0.42077 -2.16033 -1.9 3.0 -0.8 -0.497
N -0.95754 -1.95437 -1.32130 -2.5 -0.6 4.0 -0.304
H -0.79972 -2.94438 -1.18043 1.1 0.0 -2.0 0.388
C -1.58585 -1.72931 0.08511 -2.5 10.1 -4.4 0.249
C -1.11147 -0.25849 0.53923 5.7 4.0 -0.6 -0.680
O 0.23936 0.03718 0.52116 -7.1 -2.2 1.0 -0.666
N -1.96105 0.84518 0.83253 -0.4 -6.0 -2.4 0.701
C -3.42262 0.74220 0.57176 0.9 0.7 9.0 -1.077
H -3.85098 -0.10447 1.23018 0.7 0.5 -1.9 0.343
C -3.99446 1.08100 -0.67208 -1.8 -2.6 -5.7 -0.195
H -5.08865 1.32834 -0.40245 1.6 0.2 -1.2 0.239
H -4.00617 0.19680 -1.52407 -0.6 0.9 2.7 0.207
C -3.16494 2.02070 -1.59328 -8.5 -1.5 -1.2 -0.446
C -2.75233 3.05143 -0.82746 0.6 11.9 2.8 -0.848
C -1.34004 3.18842 -0.24572 -2.3 -9.5 -1.0 -0.199
C -1.45044 2.07045 1.11660 6.1 3.3 -3.8 -1.070
H -1.90930 2.51551 1.89549 -1.8 1.7 2.5 0.812
H -0.33106 2.06290 1.28693 -1.4 -0.8 0.5 0.193
H -0.76194 2.56470 -1.10248 -0.2 1.8 2.4 -0.163
H -0.92547 4.02801 0.11054 1.1 3.3 0.8 0.695
H -2.71257 3.93742 -1.55492 -0.3 -0.4 0.7 0.315
H -3.51497 3.46212 -0.05233 1.0 -0.8 -1.1 0.283
H -2.34179 1.71976 -2.00324 4.3 -3.5 -2.6 0.100
H -3.89310 2.30958 -2.56013 1.7 -0.5 2.6 0.314
H -3.73284 1.55558 1.59746 0.2 -1.5 -3.4 0.392
H -2.71148 -1.46103 -0.17166 1.8 -1.0 0.5 0.343
C -1.53286 -2.50180 1.23428 6.4 -8.6 -4.1 0.960
C 0.13539 -2.96156 1.61172 -10.3 2.6 4.6 -2.650
H 0.44521 -3.18510 0.81748 4.9 -4.0 -11.5 0.819
H 0.04249 -3.66645 2.27504 0.0 -3.6 3.8 0.646
H 0.49271 -2.10840 1.79654 3.3 6.4 2.6 0.861
C -2.26981 -2.16498 2.33674 17.7 -0.9 7.9 -2.463
H -1.87623 -3.05137 3.16233 -1.6 2.1 -1.9 0.274
H -1.69802 -1.39322 2.83534 -1.2 1.2 0.2 0.428
H -3.09931 -2.26863 2.25849 -18.1 -0.9 -1.1 1.084
H -1.83091 -3.46919 0.65588 -0.2 0.2 1.9 0.452
H 1.79779 -2.86770 -1.48676 -1.9 -4.2 -1.1 0.777
H 4.26939 -2.77721 -0.63766 5.0 -7.1 1.7 0.592
H 6.78404 1.93426 1.64045 -0.4 1.5 2.9 0.360
H 7.81672 0.55793 0.91518 -1.0 0.1 1.2 0.328
H 7.48047 1.89587 0.15799 0.7 1.9 -1.6 0.391
```
Positions in Å, forces in eV/Å.

- Relative energy (zero: lowest compared OMol25 entry of this formula, charge and spin): 20.599 eV
- E: -52405.672 eV
- E_LUMO: 0.28 eV
- Gap between HOMO and LUMO: 0.3129 Eh

***

No. 2
One molecule with the formula C19H27N3O5S, computed with ωB97M-V with the def2-TZVPD basis set.

The geometry in XYZ format:
```
55
Properties=species:S:1:pos:R:3:forces:R:3:mulliken_charge:R:1
C -4.41311 -4.29833 0.28333 0.2 0.4 0.0 -1.454
C -4.34030 -2.78027 0.21695 -0.6 -0.4 0.1 -0.118
O -2.96794 -2.43951 0.10474 0.2 0.1 0.0 -0.497
C -2.53965 -1.17060 -0.03885 0.2 0.5 0.0 -0.138
C -1.16764 -1.06117 -0.22930 -0.2 -0.1 0.1 -0.611
C -0.51856 0.15772 -0.38141 -0.7 0.0 0.1 0.347
N 0.84118 0.28400 -0.56116 0.9 0.7 0.1 -0.003
C 1.80154 -0.61054 -0.92979 -0.1 -0.2 -0.3 0.370
S 1.46837 -2.13863 -1.48740 -0.2 -0.6 -0.2 -0.412
N 3.07494 -0.14307 -0.89830 -0.3 0.1 0.0 -0.078
C 4.17144 -1.01518 -1.25927 0.2 -0.5 -0.2 -1.385
C 4.72661 -1.69711 -0.00930 0.0 0.1 -0.1 -0.550
C 5.20651 -0.64458 1.00235 -0.2 0.1 0.1 0.168
C 6.48720 0.01718 0.49784 -0.2 -0.4 0.4 0.227
N 7.57816 -0.77882 0.59351 0.5 -0.2 0.0 -0.375
O 6.55530 1.13809 0.04683 0.0 0.5 -0.2 -0.625
C 4.09933 0.38541 1.25259 0.2 0.1 -0.2 -1.040
C 3.54166 0.94521 -0.06097 0.0 0.4 0.4 -0.569
C -1.29692 1.33657 -0.29801 -0.1 -0.4 0.0 -1.055
C -0.70334 2.66587 -0.37826 0.3 0.3 0.0 1.067
O 0.49609 2.90447 -0.43876 -0.2 0.1 0.0 -0.794
O -1.60412 3.66283 -0.36857 -0.1 -0.4 0.0 -0.322
C -1.07120 4.97519 -0.43764 0.3 0.3 0.0 -0.742
C -2.68155 1.22212 -0.11606 0.0 -0.1 0.0 0.017
C -3.32319 0.00864 0.00376 -0.1 0.0 0.0 0.985
O -4.67829 -0.11390 0.17873 0.1 -0.2 0.0 -0.404
C -5.47906 1.05006 0.16694 -0.3 0.2 0.0 -0.397
C -6.92736 0.60660 0.30763 0.5 0.0 0.0 -1.436
H -5.44887 -4.61525 0.36487 -0.1 0.0 0.0 0.425
H -3.97543 -4.72979 -0.61250 0.0 -0.1 -0.1 0.336
H -3.85910 -4.65980 1.14518 0.0 -0.1 0.1 0.330
H -4.76957 -2.33664 1.12177 0.1 0.0 -0.2 0.282
H -4.89487 -2.40971 -0.65160 0.1 0.0 0.1 0.315
H -0.60988 -1.98106 -0.26477 0.0 0.0 0.0 0.427
H 1.12084 1.26816 -0.54756 0.0 -0.3 0.0 0.342
H 3.81211 -1.76149 -1.96877 0.1 0.2 0.1 0.508
H 4.94464 -0.40540 -1.73452 0.0 0.0 0.0 0.467
H 5.53958 -2.36892 -0.28803 0.0 -0.1 0.0 0.467
H 3.92930 -2.29369 0.43898 0.0 0.0 0.0 0.330
H 5.44765 -1.14295 1.94860 0.0 0.0 -0.1 0.381
H 7.53922 -1.70575 0.97657 0.0 0.0 0.0 0.203
H 8.46337 -0.42883 0.26649 -0.1 0.0 0.0 0.253
H 3.29010 -0.09209 1.81045 0.0 0.0 0.0 0.423
H 4.49406 1.20961 1.84753 0.0 0.0 0.1 0.380
H 2.75801 1.66872 0.15552 0.1 0.0 -0.1 0.127
H 4.34216 1.46195 -0.59554 -0.2 0.0 0.1 0.406
H -0.42424 5.16979 0.42059 -0.1 0.0 -0.1 0.318
H -1.92449 5.64855 -0.43348 0.0 0.0 0.0 0.238
H -0.48650 5.10157 -1.35135 -0.1 0.0 0.1 0.299
H -3.24325 2.13871 -0.06240 -0.1 0.0 0.0 0.751
H -5.33859 1.59661 -0.77570 0.1 0.0 0.1 0.390
H -5.20217 1.70934 1.00144 0.0 0.0 -0.1 0.361
H -7.58031 1.47453 0.30592 -0.1 0.1 0.0 0.439
H -7.19887 -0.04579 -0.51778 -0.1 0.0 -0.1 0.314
H -7.06099 0.06135 1.23796 -0.1 0.0 0.1 0.311
```
Positions in Å, forces in eV/Å.

- Relative energy (zero: lowest compared OMol25 entry of this formula, charge and spin): 0.711 eV
- E: -45685.242 eV
- E_LUMO: 0.62 eV
- Gap between HOMO and LUMO: 0.3054 Eh

***

No. 3
One molecule with the formula C19H27N3OS, computed with ωB97M-V with the def2-TZVPD basis set.

The geometry in XYZ format:
```
51
Properties=species:S:1:pos:R:3:forces:R:3:mulliken_charge:R:1
C 0.65979 -1.87814 6.19865 -0.1 -0.1 0.2 -1.102
C 1.36343 -1.22010 5.07474 0.1 -0.7 -0.6 0.663
N 1.70656 0.01383 5.03714 -0.3 0.4 0.8 -0.536
C 2.33444 0.34355 3.88365 0.3 -0.4 -0.7 -0.685
C 2.49685 -0.66360 2.98277 -0.1 -0.1 0.2 0.871
C 3.08632 -0.59923 1.60872 0.0 0.0 -0.1 -1.482
N 2.14849 -0.24510 0.55641 0.0 0.0 0.0 0.255
C 1.59326 1.08720 0.68401 -0.1 0.2 -0.2 -0.752
C 0.82231 1.43334 -0.58611 0.1 0.1 0.2 -0.887
N -0.20750 0.44245 -0.82722 0.0 0.0 0.1 0.292
C -1.12456 0.81698 -1.88614 -0.1 0.1 0.3 -0.999
C -2.24560 1.71835 -1.34206 0.1 -0.2 -0.3 -0.773
C -3.23714 2.01984 -2.42665 0.0 0.1 0.1 0.251
C -4.31815 1.17705 -2.65240 0.0 0.0 0.0 -0.272
C -5.21090 1.43212 -3.67786 -0.1 -0.1 0.0 -0.599
C -5.03199 2.53431 -4.49632 -0.1 0.0 -0.1 -0.404
C -3.95608 3.37861 -4.28274 0.0 0.1 -0.1 -0.626
C -3.06539 3.12101 -3.25587 0.0 0.0 0.0 -0.257
C 0.34219 -0.89924 -0.93133 0.3 -0.3 0.0 0.115
C 1.27926 -1.12022 -2.13579 -0.3 -0.3 0.0 -0.583
C 1.36772 -2.58980 -2.54472 -0.1 0.2 0.3 -0.547
O 2.19423 -2.78651 -3.66827 0.3 0.0 -0.3 -0.537
C 1.07168 -1.20012 0.38188 -0.2 -0.1 -0.2 -1.481
S 1.80428 -2.12049 3.62821 0.1 0.8 0.4 -0.173
H -0.30387 -2.26572 5.87007 -0.1 0.0 0.1 0.292
H 1.24696 -2.71287 6.57912 0.0 0.0 0.1 0.300
H 0.50437 -1.15350 6.99321 0.0 0.0 0.0 0.314
H 2.67380 1.35505 3.75052 0.1 0.2 -0.1 0.463
H 3.88439 0.15003 1.60119 0.0 -0.1 0.0 0.499
H 3.51894 -1.56998 1.34916 0.1 0.1 0.0 0.447
H 0.91035 1.16308 1.54706 0.1 0.0 0.0 0.361
H 2.41099 1.79885 0.82125 0.0 0.0 0.0 0.442
H 1.52619 1.51097 -1.43162 0.0 0.0 0.0 0.283
H 0.34378 2.40565 -0.45365 0.1 0.0 0.0 0.452
H -0.61718 1.33627 -2.71536 0.0 -0.1 0.0 0.303
H -1.58077 -0.08965 -2.29056 0.0 0.0 -0.1 0.488
H -2.72847 1.19898 -0.51360 0.0 0.0 0.0 0.364
H -1.81600 2.64565 -0.96128 0.0 0.0 0.1 0.422
H -4.46227 0.31644 -2.01450 0.0 -0.1 0.1 0.373
H -6.04918 0.76982 -3.83897 -0.1 0.0 0.0 0.369
H -5.72896 2.73509 -5.29659 -0.1 0.0 -0.1 0.372
H -3.81109 4.24093 -4.91737 0.0 0.1 0.0 0.362
H -2.22807 3.78489 -3.09162 0.1 0.1 0.0 0.361
H -0.50944 -1.58528 -1.01584 0.0 0.0 0.0 0.507
H 2.27562 -0.75496 -1.87588 0.0 0.0 -0.1 0.477
H 0.91280 -0.55129 -2.99283 0.0 0.0 -0.1 0.263
H 0.38399 -2.96184 -2.84219 0.0 0.0 0.1 0.313
H 1.72494 -3.19784 -1.70078 -0.1 0.0 0.0 0.244
H 3.06737 -2.42830 -3.47236 -0.1 0.0 0.0 0.328
H 0.33906 -1.14785 1.20395 0.1 -0.1 0.0 0.361
H 1.49093 -2.20761 0.35468 0.0 0.0 0.0 0.490
```
Positions in Å, forces in eV/Å.

- Relative energy (zero: lowest compared OMol25 entry of this formula, charge and spin): 0.437 eV
- E: -37494.057 eV
- E_LUMO: 0.60 eV
- Gap between HOMO and LUMO: 0.3328 Eh